# 1
This record from the Open Molecules 2025 dataset describes a structure of composition C11H16Cl3F3MoO4S. The level of theory is the ωB97M-V functional and the def2-TZVPD basis.

Element x y z (Å)
1 C 2.063 0.197 0.389
2 C 2.247 0.922 -0.843
3 C 1.247 0.453 -1.776
4 C 3.362 1.861 -1.146
5 C 0.469 -0.562 -1.117
6 C 0.957 -0.702 0.213
7 C 0.472 -1.733 1.161
8 C 2.944 0.262 1.587
9 C 1.150 0.784 -3.222
10 C -0.546 -1.450 -1.728
11 Mo 0.252 1.588 -0.071
12 Cl 0.354 3.411 -1.505
13 Cl 1.253 3.044 1.512
14 Cl -1.947 1.320 -0.939
15 H 3.882 2.146 -0.229
16 H 2.989 2.761 -1.639
17 H 4.098 1.402 -1.814
18 H 1.298 1.850 -3.400
19 H 0.158 0.514 -3.599
20 H 1.892 0.227 -3.808
21 H -0.979 -1.003 -2.624
22 H -1.350 -1.649 -1.007
23 H -0.106 -2.415 -2.009
24 H -0.626 -1.744 1.156
25 H 0.827 -1.521 2.169
26 H 0.818 -2.734 0.870
27 H 3.426 1.239 1.669
28 H 3.732 -0.499 1.543
29 H 2.358 0.075 2.493
30 O -0.709 1.034 1.789
31 H -1.689 0.875 1.694
32 F -5.656 -0.914 3.000
33 C -4.660 -1.660 2.459
34 F -3.719 -1.880 3.414
35 F -5.175 -2.857 2.077
36 S -3.873 -0.775 0.990
37 O -4.992 -0.608 0.075
38 O -3.393 0.452 1.636
39 O -2.827 -1.708 0.579

Values from the calculation:
**LUMO energy (spin up / spin down)**: -4.13 / -4.13 eV
**HOMO level (spin up / spin down)**: -9.29 / -9.29 eV
**Multiplicity**: 1
**Electronic energy**: -78268.2943 eV
**Frontier orbital gap (spin up / spin down)**: 5.2 / 5.2 eV

=====

# 2
This record from the Open Molecules 2025 dataset describes a structure of composition C11H16Cl3NOReSe. The level of theory is the ωB97M-V functional and the def2-TZVPD basis.

Element x y z (Å)
1 C -0.751 0.977 -1.977
2 C -1.003 -0.454 -1.936
3 C 0.304 -1.107 -1.874
4 C -2.242 -1.088 -2.475
5 C 1.298 -0.045 -1.863
6 C 0.640 1.198 -1.917
7 C 1.318 2.520 -1.946
8 C -1.784 2.016 -2.178
9 C 0.581 -2.501 -2.330
10 C 2.766 -0.241 -1.906
11 Re -0.484 -0.916 0.091
12 Cl -1.418 -2.728 0.251
13 Cl -2.560 0.387 0.611
14 Cl 1.674 -1.716 0.748
15 H -3.120 -0.512 -2.167
16 H -2.353 -2.113 -2.118
17 H -2.155 -1.101 -3.570
18 H -0.203 -3.190 -2.009
19 H 1.542 -2.843 -1.934
20 H 0.599 -2.478 -3.428
21 H 3.065 -1.189 -1.450
22 H 3.296 0.563 -1.378
23 H 3.080 -0.227 -2.960
24 H 2.211 2.528 -1.306
25 H 0.648 3.318 -1.605
26 H 1.628 2.742 -2.978
27 H -2.727 1.744 -1.695
28 H -1.952 2.148 -3.258
29 H -1.468 2.979 -1.757
30 O 0.665 1.669 1.022
31 H -0.326 1.764 1.269
32 Se 0.060 -0.528 5.153
33 C -0.277 -0.713 3.415
34 N -0.551 -0.861 2.280

Values from the calculation:
**Charge**: -2
**LUMO energy (spin up / spin down)**: 5.08 / 5.08 eV
**Energy relative to the best compared isomer or geometry (same formula, charge and spin)**: 0.0 kJ/mol
**HOMO level (spin up / spin down)**: -0.43 / -0.82 eV
**Multiplicity**: 4
**Electronic energy**: -120248.8932 eV
**Frontier orbital gap (spin up / spin down)**: 5.5 / 5.9 eV